# 1
112
Properties=species:S:1:pos:R:3:lowdin_charge:R:1 method="wB97M-V/def2-TZVPD" total_energy_ev=-201167.635 smiles="CCCCCCCCCc1c([C@H](Br)[C@H](C)Br)c(O)c2nc(CC(=O)F)c(COCCOCC)nc2c1CB(O)O.CCOCC.CCOCC" orbital_gap_ev=7.2 charge=0
C -5.78479 3.19499 3.63448 -0.130
C -6.50011 2.14874 4.66173 -0.250
C -5.29991 1.50647 5.54775 -0.233
C -5.83425 0.28024 6.47537 -0.194
C -4.90622 0.12502 7.78485 -0.217
C -3.93951 -1.16371 7.78993 -0.204
C -3.33190 -1.53578 6.32945 -0.175
C -2.33389 -0.36864 5.76668 -0.204
C -0.77105 -0.76135 5.91514 -0.161
C 0.17590 -0.13013 4.79012 -0.067
C 1.12806 1.10546 5.09346 -0.143
C 1.21926 1.86035 6.50461 -0.613
Br 1.92183 0.66519 7.97621 0.668
C -0.11013 2.67646 6.92755 -0.655
C -0.85053 2.12890 8.25232 -0.194
Br -1.38855 2.92027 5.38098 0.681
C 2.01801 1.59129 3.89223 -0.103
O 2.90963 2.72210 4.06005 -0.046
C 1.99320 0.89178 2.46671 -0.080
N 2.89656 1.42035 1.47653 0.131
C 2.82987 0.72682 0.23336 -0.121
C 3.83915 1.21594 -0.92887 -0.024
C 4.91998 0.08474 -1.31524 -0.315
O 5.41292 -0.74296 -0.52989 0.100
F 5.30650 -0.00101 -2.69583 0.007
C 1.83465 -0.44528 -0.01119 -0.078
C 1.88097 -1.13316 -1.48666 -0.142
O 1.61339 -0.19749 -2.55530 -0.199
C 0.21659 -0.19800 -2.95894 -0.145
C 0.14967 -0.69656 -4.49983 -0.149
O -0.64499 -1.92658 -4.53274 -0.215
C -2.04946 -1.55751 -4.44251 -0.254
C -2.88864 -2.89232 -4.87963 -0.078
N 0.90156 -1.00412 0.91339 0.152
C 1.04607 -0.29628 2.16163 -0.098
C 0.12258 -0.79169 3.36228 -0.040
C -0.89416 -2.02128 3.06138 -0.059
B -2.27346 -1.50588 2.31892 -0.508
O -2.40066 -0.12115 1.85488 0.058
O -3.39342 -2.38966 2.14363 0.096
H -6.03487 4.24800 4.00857 0.070
H -6.12905 3.03275 2.54637 0.074
H -4.63722 3.05016 3.64355 0.059
H -7.02108 1.30301 4.07821 0.108
H -7.23930 2.67515 5.37722 0.108
H -4.86499 2.36156 6.18110 0.111
H -4.50682 1.13779 4.79530 0.087
H -6.88081 0.60724 6.83706 0.107
H -5.94451 -0.69802 5.88376 0.108
H -4.23096 1.05122 7.88406 0.088
H -5.61289 0.15805 8.70443 0.112
H -4.53526 -2.03448 8.25272 0.109
H -3.09524 -0.93383 8.55324 0.111
H -2.69200 -2.48877 6.51139 0.107
H -4.14305 -1.82508 5.57846 0.100
H -2.50514 0.52387 6.48872 0.052
H -2.63067 0.01085 4.73098 0.072
H -0.46978 -0.49495 6.99011 0.067
H -0.73023 -1.92062 5.86611 0.107
H 2.05297 2.65453 6.37486 0.098
H 0.22034 3.75698 7.18556 0.100
H -1.31821 1.09365 8.13981 0.049
H -1.73670 2.85760 8.43576 0.085
H -0.19227 2.23136 9.19938 0.074
H 2.54540 3.47814 3.53198 0.121
H 3.21721 1.56600 -1.82774 0.124
H 4.45171 2.12901 -0.58755 0.138
H 1.11662 -2.00517 -1.48967 0.140
H 2.91290 -1.64953 -1.60222 0.127
H -0.11561 0.91475 -2.97401 0.138
H -0.48117 -0.78250 -2.26285 0.128
H 1.17233 -0.95970 -4.93910 0.124
H -0.30247 0.13864 -5.16821 0.124
H -2.33145 -1.29517 -3.35983 0.117
H -2.29096 -0.71807 -5.19569 0.124
H -3.58052 -3.16196 -4.01030 0.070
H -2.14500 -3.75458 -5.07637 0.086
H -3.45043 -2.61582 -5.83779 0.072
H -1.08931 -2.67316 3.97918 0.100
H -0.38538 -2.71710 2.28070 0.117
H -2.47139 0.42698 2.67898 0.085
H -3.10434 -3.32980 2.17653 0.105
C 6.31593 -1.88862 -7.64126 -0.081
C 5.13874 -2.82674 -7.44013 -0.281
O 5.30038 -3.70548 -6.33656 -0.159
C 5.41670 -3.09166 -5.06024 -0.267
C 4.18743 -2.29316 -4.66553 -0.077
H 7.25524 -2.44710 -7.66750 0.083
H 6.20723 -1.33332 -8.57658 0.075
H 6.39037 -1.16153 -6.82814 0.067
H 5.04099 -3.45940 -8.32617 0.120
H 4.20018 -2.27036 -7.34989 0.084
H 6.32037 -2.47551 -5.01161 0.109
H 5.55571 -3.90300 -4.34046 0.121
H 4.07078 -1.40582 -5.29353 0.059
H 4.26375 -1.95953 -3.62886 0.051
H 3.28134 -2.89539 -4.77858 0.088
C 1.02315 3.27491 -9.35111 -0.082
C 0.94463 2.80482 -7.90928 -0.280
O 0.52663 1.45254 -7.77868 -0.174
C 1.37152 0.47146 -8.36542 -0.272
C 2.76340 0.43426 -7.75941 -0.073
H 0.09180 3.05667 -9.88018 0.083
H 1.21094 4.35077 -9.39292 0.077
H 1.83106 2.77389 -9.89094 0.066
H 0.19962 3.40822 -7.38430 0.118
H 1.89528 2.96303 -7.38928 0.107
H 1.41630 0.60509 -9.45116 0.108
H 0.88760 -0.49373 -8.19132 0.120
H 3.32841 1.33808 -8.00176 0.072
H 3.32398 -0.42174 -8.14177 0.062
H 2.70940 0.36484 -6.66922 0.072

=====

# 2
82
Properties=species:S:1:pos:R:3:lowdin_charge:R:1 method="wB97M-V/def2-TZVPD" total_energy_ev=-83179.799 spin_multiplicity=5 orbital_gap_ev="8.0 / 8.0" charge=0 s2=6.00
Pm 0.92015 0.32981 1.04382 1.648
O 4.33524 0.66013 -1.58091 0.039
C 3.60852 1.00883 -0.65944 -0.647
O 3.34057 0.34670 0.40764 -0.216
C 2.87816 2.34221 -0.72705 -0.194
C 3.16045 3.35572 -1.62405 0.009
C 2.38950 4.51161 -1.56276 -0.035
C 1.37825 4.61236 -0.61718 0.013
C 1.16515 3.54243 0.23773 -0.178
N 1.89699 2.43885 0.16634 0.041
C 0.06296 3.48651 1.29951 -0.640
O -0.70820 4.44225 1.35767 0.025
O 0.05134 2.42029 1.99298 -0.166
H 3.96198 3.22000 -2.33651 0.119
H 2.57640 5.32920 -2.24738 0.108
H 0.74742 5.48591 -0.53330 0.119
C -1.66130 -2.81642 -0.33806 -0.107
O -0.82765 -1.73817 0.07066 -0.303
C -0.95081 -1.20941 1.41606 -0.537
O -1.83302 -1.66881 2.10232 -0.050
H -2.36782 -2.46851 -1.09642 0.073
H -2.20855 -3.19259 0.52466 0.072
H -1.03108 -3.60288 -0.75503 0.081
N -1.10792 1.34608 -0.39214 0.155
C -2.15159 1.73035 -0.05384 -0.215
N -3.35694 2.14495 0.21732 -0.064
C -4.50398 1.37391 -0.26995 -0.134
C -5.22926 0.70522 0.89336 -0.173
C -5.63120 1.75494 1.92987 -0.201
C -4.38798 2.50355 2.41418 -0.167
C -3.66019 3.15190 1.24099 -0.119
H -4.15105 0.63537 -0.98902 0.122
H -5.17826 2.06729 -0.78346 0.127
H -4.56220 -0.02857 1.35423 0.118
H -6.10461 0.17452 0.51323 0.113
H -6.13832 1.27668 2.76944 0.110
H -6.33168 2.46569 1.47832 0.112
H -3.71220 1.80379 2.91313 0.121
H -4.65657 3.27881 3.13369 0.115
H -2.73671 3.63081 1.55675 0.100
H -4.30215 3.90833 0.77681 0.131
C 1.90252 -0.48338 6.18491 -0.058
C 0.62522 -0.29447 5.68152 -0.043
C 0.48162 0.06639 4.35400 -0.127
N 1.52070 0.22249 3.53047 -0.070
C 2.74815 0.03725 4.01909 -0.159
C 2.98569 -0.30555 5.33761 -0.052
H 2.05102 -0.76455 7.21921 0.108
H -0.24777 -0.42803 6.30447 0.109
H -0.50014 0.23417 3.92572 0.106
H 3.56554 0.15694 3.31789 0.109
H 3.99786 -0.44229 5.69108 0.107
C -1.98612 -0.48504 -4.14795 -0.072
C -0.96912 -1.29177 -4.95385 -0.402
C -1.02265 -2.76991 -4.57019 -0.072
C 0.45153 -0.72090 -4.79851 -0.106
N 0.88778 -0.68690 -3.41848 -0.081
C 0.74854 0.29642 -2.52674 -0.117
N 1.19796 -0.13912 -1.37760 -0.092
N 1.62050 -1.39966 -1.58222 0.036
N 1.44246 -1.74155 -2.79517 0.104
H -2.99167 -0.85420 -4.35115 0.082
H -1.95654 0.57505 -4.41231 0.081
H -1.80745 -0.57997 -3.07407 0.067
H -1.21075 -1.19842 -6.01668 0.135
H -0.78697 -2.90683 -3.51440 0.061
H -0.30978 -3.35421 -5.15410 0.080
H -2.02248 -3.16695 -4.74847 0.081
H 0.48591 0.29940 -5.17912 0.130
H 1.16479 -1.32806 -5.35419 0.129
H 0.32400 1.26648 -2.71842 0.141
C 4.57107 -5.14614 -0.02111 -0.083
N 3.53833 -4.44463 0.70758 -0.069
C 3.43489 -3.10599 0.81252 -0.876
N 4.29644 -2.34783 0.16367 0.144
S 2.21241 -2.49330 1.82293 0.623
H 4.28697 -6.19147 -0.10994 0.085
H 5.54147 -5.09311 0.48231 0.088
H 4.67388 -4.73802 -1.02807 0.082
H 2.91701 -4.95943 1.30545 0.105
H 4.97719 -2.72520 -0.47272 0.101
H 4.17816 -1.32734 0.22077 0.063

=====

# 3
76
Properties=species:S:1:pos:R:3:lowdin_charge:R:1 method="wB97M-V/def2-TZVPD" total_energy_ev=-85940.973 smiles="O=C(I)C[C@@]1(N=C=S)OC(=O)O[C@@]1(C(=O)NC(=O)F)P(=O)(O)O.COCCOC.COCCOC.COCCOC" orbital_gap_ev=8.9 charge=0
O -2.57580 2.83180 -2.00260 0.035
C -1.73877 2.41934 -2.73531 -0.818
I -1.63483 3.21042 -4.72722 0.931
C -0.79198 1.29430 -2.39994 -0.101
C 0.62778 1.58866 -1.93596 -0.362
N 0.98680 0.39915 -1.09638 0.150
C 1.13527 -0.70546 -1.58335 -0.747
S 1.37589 -2.09772 -2.21874 0.835
O 1.61598 1.70183 -2.94458 0.110
C 2.75139 2.17914 -2.33584 -0.540
O 3.80636 2.25225 -2.85658 0.218
O 2.44480 2.55869 -1.07258 0.070
C 1.00075 2.79192 -1.05827 -0.227
C 0.49071 2.73014 0.36648 -0.374
O -0.61626 2.33591 0.58117 0.197
N 1.37952 3.18203 1.38091 0.204
C 1.20903 4.49829 1.81434 -0.542
O 0.18930 5.00904 2.11239 0.188
F 2.39989 5.08916 1.95121 0.138
P 0.92147 4.58400 -1.66830 0.474
O 2.04561 5.28395 -1.04766 -0.195
O 0.96368 4.59587 -3.23758 -0.136
O -0.50333 5.10657 -1.26952 -0.058
H -1.27224 0.69271 -1.63373 0.142
H -0.71500 0.68334 -3.30079 0.114
H 2.34957 2.95762 1.18688 0.147
H 1.87702 4.72407 -3.54162 0.118
H -1.12508 4.44764 -0.91812 0.084
C 1.00740 -1.86087 1.62114 -0.124
O 0.02993 -2.60072 0.90714 -0.215
C 0.14983 -4.00264 1.05731 -0.210
C -0.75786 -4.58292 2.12108 -0.207
O -0.49398 -4.10424 3.42540 -0.186
C -1.32862 -3.02724 3.81098 -0.106
H 0.64300 -0.84239 1.73382 0.072
H 1.18982 -2.28479 2.61104 0.070
H 1.95358 -1.83418 1.06662 0.088
H 1.19299 -4.27277 1.25482 0.130
H -0.13546 -4.45302 0.10094 0.122
H -0.60302 -5.66582 2.13977 0.127
H -1.80539 -4.39589 1.85968 0.127
H -2.30537 -3.39575 4.14439 0.089
H -1.47751 -2.31512 2.99613 0.085
H -0.84759 -2.51989 4.64368 0.087
C -5.53769 -2.17774 -2.44573 -0.108
O -5.70483 -1.90722 -3.82613 -0.188
C -5.55373 -0.54197 -4.16765 -0.203
C -4.16459 -0.20524 -4.66272 -0.198
O -3.16128 -0.42375 -3.67895 -0.222
C -2.52521 -1.68707 -3.78441 -0.104
H -5.32051 -3.23971 -2.34338 0.090
H -4.71527 -1.60350 -2.01423 0.082
H -6.45612 -1.95177 -1.89360 0.090
H -5.81692 0.09693 -3.31793 0.129
H -6.25962 -0.33059 -4.97570 0.128
H -4.13975 0.85643 -4.91941 0.103
H -3.93386 -0.77798 -5.56669 0.131
H -1.73528 -1.66040 -4.54541 0.092
H -3.23540 -2.47273 -4.04405 0.087
H -2.07338 -1.92228 -2.82037 0.082
C 3.42597 -1.98436 4.60511 -0.100
O 4.34975 -0.91716 4.69861 -0.182
C 4.85130 -0.48707 3.44873 -0.203
C 4.09660 0.69589 2.88195 -0.197
O 2.73369 0.41788 2.59960 -0.215
C 1.83836 0.78774 3.63692 -0.098
H 2.84903 -2.00374 5.52875 0.094
H 2.74383 -1.85119 3.76370 0.054
H 3.94626 -2.94243 4.49424 0.094
H 4.85109 -1.31351 2.72906 0.128
H 5.88984 -0.18302 3.60696 0.128
H 4.56637 0.97395 1.93299 0.126
H 4.17462 1.55024 3.56346 0.130
H 1.63319 1.86011 3.58253 0.076
H 2.22170 0.55316 4.63157 0.091
H 0.90413 0.24881 3.48281 0.079

=====

The records above yield ΔE to the lowest compared entry with this formula, charge and spin values of 255.7 14.9 0.0 kcal/mol, respectively.
The records above yield F_max values of 6.57 1.46 1.37 eV Å⁻¹, respectively.